{"formula": "C22H58Ag2NO19P2", "method": "ωB97M-V with the def2-TZVPD basis set", "symbols": ["Ag", "Ag", "N", "O", "O", "O", "C", "O", "P", "O", "O", "C", "O", "C", "H", "H", "H", "H", "H", "H", "H", "H", "H", "C", "O", "P", "O", "O", "C", "O", "C", "H", "H", "H", "H", "H", "H", "H", "H", "H", "C", "O", "C", "C", "O", "C", "H", "H", "H", "H", "H", "H", "H", "H", "H", "H", "C", "O", "C", "C", "O", "C", "H", "H", "H", "H", "H", "H", "H", "H", "H", "H", "C", "O", "C", "C", "O", "C", "H", "H", "H", "H", "H", "H", "H", "H", "H", "H", "C", "O", "C", "C", "O", "C", "H", "H", "H", "H", "H", "H", "H", "H", "H", "H"], "coordinates": [[14.489, 3.244, 36.457], [16.760, 3.664, 38.844], [16.766, 0.948, 36.572], [15.613, 1.121, 36.203], [17.269, -0.135, 36.347], [17.273, 1.841, 37.241], [18.423, 3.186, 34.148], [19.292, 3.271, 33.008], [20.083, 4.633, 32.711], [20.942, 5.169, 33.826], [20.868, 4.260, 31.346], [20.192, 3.658, 30.311], [18.956, 5.709, 32.228], [19.334, 6.977, 31.774], [17.521, 2.584, 34.035], [18.020, 4.174, 34.369], [18.983, 2.884, 35.033], [20.087, 4.487, 29.610], [19.186, 3.287, 30.508], [20.755, 2.839, 29.863], [19.640, 7.553, 32.648], [18.593, 7.505, 31.174], [20.229, 6.867, 31.162], [19.925, 0.180, 38.458], [20.663, 1.140, 39.158], [20.107, 2.662, 39.261], [18.731, 2.839, 39.815], [21.240, 3.440, 40.143], [20.978, 4.619, 40.807], [20.293, 3.198, 37.725], [21.562, 3.251, 37.019], [20.085, 0.368, 37.396], [18.860, 0.290, 38.665], [20.283, -0.752, 38.897], [21.841, 5.285, 40.813], [20.777, 4.324, 41.837], [20.182, 5.246, 40.405], [22.248, 2.551, 37.496], [22.076, 4.205, 37.137], [21.411, 3.102, 35.950], [14.873, -2.394, 37.415], [14.363, -3.565, 38.104], [14.743, -3.600, 39.459], [14.244, -4.887, 40.172], [14.955, -6.068, 39.741], [14.966, -6.339, 38.360], [14.685, -2.374, 36.341], [15.954, -2.271, 37.488], [14.447, -1.505, 37.879], [14.479, -2.670, 39.964], [15.830, -3.521, 39.499], [13.190, -5.125, 40.024], [14.470, -4.654, 41.212], [15.213, -7.362, 38.073], [15.755, -5.729, 37.920], [14.023, -6.069, 37.885], [12.502, 0.802, 36.513], [12.440, 2.165, 35.959], [12.473, 2.198, 34.565], [12.268, 3.659, 34.042], [13.223, 4.473, 34.680], [12.789, 5.863, 34.784], [11.486, 0.415, 36.441], [12.595, 0.942, 37.590], [13.249, 0.103, 36.135], [11.675, 1.592, 34.137], [13.438, 1.807, 34.241], [11.248, 3.965, 34.272], [12.406, 3.838, 32.976], [12.320, 6.156, 33.844], [13.592, 6.530, 35.096], [12.038, 5.963, 35.567], [15.885, -0.084, 33.409], [15.549, -0.182, 32.051], [14.303, 0.441, 31.728], [14.542, 1.935, 31.217], [15.050, 2.600, 32.336], [15.450, 3.962, 32.007], [15.886, 0.948, 33.760], [16.918, -0.370, 33.607], [15.165, -0.654, 33.994], [13.629, 0.428, 32.584], [13.787, 0.041, 30.855], [13.630, 2.365, 30.803], [15.285, 2.023, 30.425], [14.607, 4.540, 31.628], [16.204, 4.072, 31.227], [15.564, 4.593, 32.888], [16.574, -0.019, 40.234], [16.735, -0.566, 41.551], [18.082, -1.021, 41.855], [18.488, -2.321, 41.128], [17.487, -3.243, 41.350], [17.839, -4.638, 41.175], [17.322, 0.734, 39.984], [15.572, 0.410, 40.217], [16.590, -0.782, 39.455], [18.029, -1.160, 42.935], [18.743, -0.182, 41.639], [19.392, -2.632, 41.652], [18.703, -2.202, 40.066], [17.071, -5.333, 41.515], [18.775, -4.868, 41.685], [18.008, -4.868, 40.123]], "multiplicity": 1, "charge": 1}

{"formula": "C8H23BF4N5O4Zn", "method": "ωB97M-V with the def2-TZVPD basis set", "symbols": ["Zn", "B", "F", "F", "F", "F", "C", "O", "N", "N", "H", "H", "H", "H", "C", "O", "N", "N", "H", "H", "H", "H", "C", "O", "C", "C", "N", "C", "C", "O", "C", "H", "H", "H", "H", "H", "H", "H", "H", "H", "H", "H", "H", "H", "H", "H"], "coordinates": [[-22.997, -11.046, 20.078], [-22.999, -11.002, 16.889], [-23.045, -12.394, 16.990], [-24.058, -10.589, 16.091], [-23.056, -10.391, 18.161], [-21.787, -10.559, 16.408], [-25.958, -12.200, 19.285], [-24.787, -11.988, 19.636], [-26.848, -12.883, 20.048], [-26.424, -11.772, 18.114], [-27.693, -13.161, 19.579], [-26.508, -13.384, 20.850], [-25.733, -11.382, 17.486], [-27.401, -11.827, 17.887], [-21.112, -13.473, 19.325], [-21.943, -12.588, 19.512], [-20.535, -13.757, 18.143], [-20.712, -14.457, 20.191], [-20.141, -14.667, 18.022], [-20.815, -13.165, 17.371], [-20.262, -15.272, 19.826], [-20.692, -14.304, 21.186], [-24.666, -8.326, 19.632], [-24.216, -9.420, 20.381], [-24.559, -9.309, 21.775], [-24.299, -10.620, 22.590], [-23.089, -11.332, 22.054], [-21.894, -10.706, 22.741], [-20.716, -10.661, 21.665], [-21.236, -10.091, 20.468], [-20.289, -9.475, 19.604], [-25.671, -8.025, 19.941], [-24.685, -8.499, 18.559], [-24.061, -7.440, 19.844], [-25.565, -8.926, 21.958], [-23.975, -8.492, 22.211], [-25.136, -11.277, 22.348], [-24.231, -10.508, 23.670], [-23.123, -12.218, 22.544], [-21.655, -11.336, 23.599], [-22.018, -9.742, 23.233], [-20.345, -11.668, 21.473], [-19.958, -10.049, 22.155], [-20.772, -9.199, 18.669], [-19.373, -10.055, 19.508], [-20.065, -8.495, 20.035]], "multiplicity": 1, "charge": 1}

{"formula": "C37H62N2O24", "method": "ωB97M-V with the def2-TZVPD basis set", "symbols": ["C", "C", "C", "O", "C", "O", "O", "H", "H", "H", "H", "H", "H", "C", "C", "C", "O", "C", "O", "O", "H", "H", "H", "H", "H", "H", "C", "C", "C", "O", "C", "O", "O", "H", "H", "H", "H", "H", "H", "C", "C", "C", "O", "C", "O", "O", "H", "H", "H", "H", "H", "H", "C", "C", "C", "O", "C", "O", "O", "H", "H", "H", "H", "H", "H", "C", "O", "C", "O", "O", "C", "H", "H", "H", "H", "H", "H", "C", "O", "C", "O", "O", "C", "H", "H", "H", "H", "H", "H", "C", "O", "C", "O", "O", "C", "H", "H", "H", "H", "H", "H", "C", "C", "C", "C", "N", "H", "H", "H", "H", "H", "H", "H", "C", "C", "C", "C", "N", "H", "H", "H", "H", "H", "H", "H"], "coordinates": [[1.622, 2.908, 2.688], [1.099, 4.360, 2.412], [1.193, 4.726, 0.873], [-0.053, 4.295, 0.430], [-0.821, 3.962, 1.347], [-1.970, 3.624, 1.268], [-0.312, 4.140, 2.524], [1.259, 2.032, 2.115], [1.684, 2.554, 3.764], [2.649, 2.848, 2.351], [1.570, 5.080, 2.989], [2.122, 4.264, 0.554], [1.364, 5.759, 0.902], [-1.976, -0.149, 0.604], [-1.156, -0.080, -0.643], [0.125, 0.879, -0.423], [1.160, -0.046, -0.477], [0.797, -1.140, -0.967], [1.608, -2.015, -1.363], [-0.509, -1.297, -0.960], [-2.954, -0.562, 0.516], [-2.286, 0.737, 1.102], [-1.473, -0.728, 1.385], [-1.781, 0.293, -1.510], [0.048, 1.356, 0.582], [0.220, 1.565, -1.295], [1.320, 5.260, -2.686], [2.682, 4.661, -2.980], [2.581, 3.215, -3.471], [3.589, 3.136, -4.472], [3.934, 4.353, -4.806], [4.584, 4.667, -5.846], [3.330, 5.254, -4.090], [0.871, 4.587, -1.936], [0.695, 5.332, -3.579], [1.395, 6.248, -2.266], [3.301, 4.726, -2.087], [1.576, 3.035, -3.921], [2.727, 2.428, -2.661], [-4.171, 3.011, -1.149], [-3.384, 3.266, -2.478], [-2.001, 4.064, -2.476], [-1.217, 3.415, -3.391], [-1.706, 2.135, -3.528], [-1.227, 1.211, -4.112], [-2.938, 2.071, -3.000], [-3.877, 3.671, -0.251], [-4.084, 1.982, -0.708], [-5.206, 3.410, -1.327], [-4.107, 3.634, -3.248], [-1.638, 3.997, -1.392], [-2.180, 5.131, -2.726], [5.159, -4.398, -4.315], [4.195, -3.539, -3.408], [2.678, -3.859, -3.594], [2.424, -4.686, -2.478], [3.423, -4.692, -1.626], [3.281, -5.033, -0.450], [4.476, -3.972, -2.078], [4.577, -4.680, -5.193], [5.609, -5.283, -3.828], [6.055, -3.863, -4.692], [4.376, -2.438, -3.449], [2.567, -4.272, -4.571], [2.007, -2.973, -3.552], [1.119, -1.167, 5.296], [1.822, -2.235, 4.582], [1.305, -2.529, 3.437], [0.923, -1.565, 2.468], [1.218, -3.844, 3.172], [0.461, -4.212, 2.028], [0.494, -0.515, 4.702], [1.629, -0.429, 5.956], [0.302, -1.581, 5.842], [0.529, -5.321, 1.732], [1.036, -3.779, 1.253], [-0.566, -3.852, 2.012], [-0.983, -5.441, 5.653], [-2.250, -4.975, 5.210], [-2.534, -3.716, 4.684], [-1.815, -2.524, 4.991], [-3.676, -3.550, 3.964], [-3.922, -2.320, 3.247], [-0.354, -5.462, 4.709], [-1.093, -6.447, 5.984], [-0.598, -4.762, 6.453], [-4.913, -2.369, 2.875], [-3.321, -2.186, 2.305], [-3.824, -1.463, 3.977], [-4.402, -0.666, -3.235], [-4.539, -2.005, -3.729], [-4.082, -2.336, -4.908], [-3.316, -1.408, -5.652], [-4.505, -3.451, -5.407], [-3.893, -3.878, -6.549], [-3.315, -0.402, -3.362], [-4.793, -0.488, -2.207], [-5.040, 0.010, -3.833], [-3.915, -3.071, -7.366], [-4.333, -4.831, -6.909], [-2.840, -4.028, -6.282], [-1.612, 1.117, 4.528], [-2.928, 1.563, 5.183], [-3.843, 2.161, 4.070], [-4.615, 1.181, 3.251], [-5.225, 0.384, 2.656], [-1.845, 0.388, 3.869], [-0.983, 0.843, 5.337], [-1.208, 1.984, 3.963], [-2.800, 2.476, 5.802], [-3.400, 0.686, 5.761], [-3.358, 2.890, 3.548], [-4.590, 2.725, 4.588], [5.212, -1.131, 1.809], [4.310, -1.535, 0.712], [4.547, -0.593, -0.559], [3.855, 0.749, -0.347], [3.351, 1.820, -0.194], [5.263, -1.853, 2.656], [4.893, -0.281, 2.447], [6.192, -0.947, 1.471], [3.303, -1.602, 1.016], [4.581, -2.568, 0.537], [4.328, -0.989, -1.595], [5.606, -0.286, -0.593]], "smiles": "C[C@H]1COC(=O)O1.C[C@H]1COC(=O)O1.C[C@H]1COC(=O)O1.C[C@H]1COC(=O)O1.C[C@H]1COC(=O)O1.COC(=O)OC.COC(=O)OC.COC(=O)OC.CCCC#N.CCCC#N", "multiplicity": 1}

{"formula": "C18H39GaNO5S2", "method": "ωB97M-V with the def2-TZVPD basis set", "symbols": ["C", "C", "Ga", "C", "C", "C", "C", "C", "C", "C", "O", "C", "N", "H", "H", "H", "H", "H", "H", "H", "H", "H", "H", "H", "H", "H", "H", "H", "H", "H", "H", "H", "H", "H", "H", "H", "C", "C", "C", "S", "O", "O", "C", "H", "H", "H", "H", "H", "H", "H", "H", "C", "C", "C", "S", "O", "O", "C", "H", "H", "H", "H", "H", "H", "H", "H"], "coordinates": [[3.280, -1.829, 4.651], [2.653, -2.570, 3.713], [1.518, -1.609, 2.293], [0.497, -2.932, 1.110], [0.245, -0.366, 3.294], [-0.875, -0.984, 4.145], [-1.921, -1.754, 3.319], [-0.365, -1.862, 5.285], [2.733, -0.458, 1.107], [3.875, -1.105, 0.320], [5.115, -0.425, 0.672], [4.081, -2.618, 0.472], [4.035, -3.268, -0.870], [3.785, -0.911, 4.346], [3.254, -2.036, 5.724], [2.738, -3.663, 3.768], [-0.045, -3.707, 1.660], [1.223, -3.472, 0.484], [-0.187, -2.429, 0.420], [0.873, 0.224, 3.978], [-0.216, 0.352, 2.609], [-1.417, -0.158, 4.637], [-2.100, -1.249, 2.375], [-2.853, -1.793, 3.895], [-1.578, -2.780, 3.172], [0.117, -2.770, 4.917], [-1.228, -2.185, 5.885], [0.297, -1.320, 5.962], [2.088, 0.076, 0.398], [3.168, 0.330, 1.729], [3.739, -0.908, -0.751], [5.765, -0.682, 0.008], [3.368, -3.089, 1.145], [5.091, -2.792, 0.846], [4.205, -4.260, -0.740], [3.078, -3.197, -1.205], [-4.425, 1.795, -1.128], [-4.577, 2.908, -0.080], [-3.630, 2.578, 1.081], [-2.277, 1.629, 0.359], [-2.310, 0.296, 0.901], [-1.071, 2.415, 0.383], [-2.926, 1.585, -1.305], [-4.901, 2.060, -2.072], [-4.888, 0.876, -0.761], [-4.296, 3.865, -0.525], [-5.606, 2.998, 0.269], [-3.216, 3.465, 1.552], [-4.104, 1.948, 1.832], [-2.669, 0.639, -1.764], [-2.475, 2.407, -1.851], [-0.049, 2.664, -6.626], [0.901, 1.818, -5.768], [0.426, 1.923, -4.314], [-1.345, 2.225, -4.389], [-1.623, 3.534, -3.852], [-2.043, 1.055, -3.919], [-1.458, 2.293, -6.177], [0.090, 2.478, -7.691], [0.131, 3.726, -6.444], [0.858, 0.777, -6.095], [1.935, 2.147, -5.862], [0.595, 1.011, -3.748], [0.876, 2.767, -3.795], [-2.219, 3.019, -6.457], [-1.740, 1.299, -6.523]], "multiplicity": 1, "charge": -1}

Number 1: E_tot -3333.54200 hartree, HOMO-LUMO gap 5.36 eV. Number 2: E_tot -3097.12015 hartree, HOMO-LUMO gap 10.52 eV. Number 3: E_tot -3362.04514 hartree, HOMO-LUMO gap 9.92 eV. Number 4: E_tot -3861.26394 hartree, HOMO-LUMO gap 5.33 eV.